1.
Formula: C5H7NO
Source: the OMol25 dataset
Level of theory: the ωB97M-V functional and the def2-TZVPD basis

Computed properties:
Multiplicity = 1
Frontier orbital gap = 9.75 eV
Energy = -324.6646 hartree
Energy relative to the best compared isomer or geometry (same formula, charge and spin) = 37.55 kcal/mol
HOMO = -0.3514 Eh

Geometry (Å):
1 H -0.296 2.226 -1.651
2 N 0.450 1.533 -1.665
3 C 0.514 0.787 -0.653
4 C 1.588 -0.246 -0.565
5 C -0.480 0.915 0.483
6 O -0.597 1.953 1.095
7 C -1.403 -0.230 0.695
8 C -1.054 -1.472 0.988
9 H 1.172 -1.230 -0.772
10 H 2.346 -0.026 -1.312
11 H 2.033 -0.252 0.427
12 H -2.449 0.052 0.660
13 H -1.796 -2.232 1.170
14 H -0.028 -1.777 1.100

=====

2.
Formula: CH2N2O3S
Source: the OMol25 dataset
Level of theory: the ωB97M-V functional and the def2-TZVPD basis

Computed properties:
Multiplicity = 1
Frontier orbital gap = 9.24 eV
Energy = -772.5207 hartree
Energy relative to the best compared isomer or geometry (same formula, charge and spin) = 116.82 kcal/mol
HOMO = -0.3605 Eh

Geometry (Å):
1 C -0.659 0.133 -1.539
2 N -0.254 -0.853 -0.752
3 N 0.277 -0.889 0.343
4 O -0.043 1.185 -1.587
5 O 1.148 -1.461 0.840
6 O -0.552 -0.029 1.277
7 S 0.425 0.607 2.346
8 H -1.332 -0.186 -2.347
9 H 0.992 1.493 1.417

=====

The highest frontier orbital gap belongs to which entry? C5H7NO